a:
Computed, not measured: a 2-piece molecular cluster, C10H16 overall, with ωB97M-V/def2-TZVPD.

For the gap between HOMO and LUMO, the calculation gives 9.955 eV. Its SMILES is Cc1ccccc1.CCC. The calculation puts the HOMO energy at -9.0 eV.

CARTESIAN COORDINATES (ANGSTROEM)
C (1.1158, 0.8587, 1.4692)
C (1.0906, 2.2427, 0.8164)
C (0.9402, 0.8240, 3.0372)
H (0.2738, 0.2674, 1.0959)
H (1.9215, 0.2284, 1.1222)
H (2.1657, 2.5209, 0.7428)
H (1.8828, 0.8081, 3.5972)
H (0.5843, 2.9541, 1.4822)
H (0.4719, 2.4976, -0.0561)
H (0.5678, 1.8480, 3.1872)
H (0.1688, 0.1588, 3.4037)
C (-2.9025, -0.4909, -1.2229)
C (0.8045, -0.2075, -1.4707)
C (-0.4978, 0.1832, -1.3276)
C (1.3066, -1.4955, -1.5749)
C (-1.4581, -0.8670, -1.1769)
C (0.3860, -2.5216, -1.3524)
C (-0.9704, -2.1557, -1.1571)
H (1.5758, 0.5893, -1.4576)
H (-0.9210, 1.1682, -1.4057)
H (2.3636, -1.6807, -1.6223)
H (0.6509, -3.5449, -1.1573)
H (-3.2646, 0.2115, -0.4956)
H (-3.6070, -1.3300, -1.2798)
H (-1.7113, -2.9223, -0.9209)
H (-2.9378, -0.1450, -2.2765)

Atomic partial charges in e from the Löwdin method, atoms 1 to 8: -0.31, -0.13, -0.09, 0.07, 0.09, 0.08, 0.06, 0.06

b:
Computed, not measured: a 2-piece molecular cluster, C10H16 overall, with ωB97M-V/def2-TZVPD.

For the gap between HOMO and LUMO, the calculation gives 9.866 eV. Its SMILES is CCc1ccccc1.CC. The calculation puts the HOMO energy at -8.9 eV.

CARTESIAN COORDINATES (ANGSTROEM)
C (-1.7072, 0.7885, 3.1135)
C (-1.4765, 2.2759, 2.6406)
H (-2.7550, 0.4897, 3.1041)
H (-1.3328, 0.0228, 2.4112)
H (-1.2083, 0.7007, 4.0726)
H (-0.4669, 2.6189, 2.6793)
H (-1.8653, 2.2645, 1.6193)
H (-2.2117, 2.8287, 3.2395)
C (-1.2067, -1.5241, -0.9346)
C (-0.9163, -2.9949, -0.6069)
C (-0.0422, -0.5795, -0.9315)
C (0.0779, 0.5144, -0.0875)
C (1.0654, -0.7850, -1.8086)
C (1.1617, 1.3653, -0.1305)
C (2.1886, 0.0032, -1.8046)
C (2.2461, 1.1228, -0.9528)
H (-1.5781, -1.4604, -1.9541)
H (-1.9680, -1.1791, -0.2478)
H (-0.5360, -3.5423, -1.5241)
H (-0.5661, 0.5840, 0.7714)
H (0.9794, -1.6963, -2.4168)
H (1.2863, 2.1321, 0.6306)
H (2.9711, -0.1378, -2.5476)
H (3.1872, 1.6119, -0.7626)
H (-1.8597, -3.5199, -0.6422)
H (-0.3263, -3.2474, 0.2649)

Atomic partial charges in e from the Löwdin method, atoms 1 to 8: -0.16, -0.15, 0.06, 0.04, 0.06, 0.05, 0.05, 0.06

c:
Computed, not measured: a 2-piece molecular cluster, C10H16 overall, with ωB97M-V/def2-TZVPD.

For the gap between HOMO and LUMO, the calculation gives 9.921 eV. Its SMILES is CCc1ccccc1.CC. The calculation puts the HOMO energy at -8.9 eV.

CARTESIAN COORDINATES (ANGSTROEM)
C (-3.4235, 0.6635, -0.1373)
C (-3.0582, 2.1155, -0.3879)
H (-2.6376, 0.1643, 0.4377)
H (-4.2897, 0.4148, 0.4734)
H (-3.4202, 0.1094, -1.0729)
H (-3.7901, 2.5646, -1.0549)
H (-2.0964, 2.2443, -0.8820)
H (-3.0756, 2.6528, 0.5537)
C (2.2876, 0.8470, -0.1550)
C (2.9594, 0.5792, -1.5185)
C (1.4921, -0.3346, 0.2422)
C (2.0353, -1.2711, 1.1754)
C (0.1517, -0.4391, -0.1051)
C (1.2640, -2.2915, 1.6500)
C (-0.6008, -1.5494, 0.2897)
C (-0.0769, -2.3968, 1.2411)
H (3.0394, 1.0693, 0.6212)
H (1.8353, 1.8281, -0.2253)
H (3.5931, -0.3026, -1.5622)
H (3.0770, -1.1876, 1.4624)
H (-0.3327, 0.2940, -0.7449)
H (1.6006, -3.1601, 2.2038)
H (-1.6468, -1.3688, 0.1035)
H (-0.7214, -3.1783, 1.6345)
H (3.5504, 1.4307, -1.8616)
H (2.2840, 0.5022, -2.3812)

Atomic partial charges in e from the Löwdin method, atoms 1 to 8: -0.18, -0.16, 0.03, 0.07, 0.07, 0.06, 0.06, 0.06

d:
Computed, not measured: a 2-piece molecular cluster, C10H16 overall, with ωB97M-V/def2-TZVPD.

For the gap between HOMO and LUMO, the calculation gives 10.109 eV. Its SMILES is CCc1ccccc1.CC. The calculation puts the HOMO energy at -9.1 eV.

CARTESIAN COORDINATES (ANGSTROEM)
C (1.0267, 2.1860, -1.4802)
C (1.7556, 1.9241, -2.8072)
H (0.2284, 1.4265, -1.2764)
H (1.6264, 2.0878, -0.5974)
H (0.6119, 3.1768, -1.6155)
H (2.7791, 1.5631, -2.8442)
H (1.7532, 2.7922, -3.4712)
H (1.2197, 1.1367, -3.3427)
C (1.0713, -0.3448, 1.1694)
C (1.2742, -0.6332, 2.6647)
C (-0.3175, -0.7212, 0.7197)
C (-0.8092, -2.0202, 0.9251)
C (-1.1429, 0.2246, 0.1201)
C (-2.0270, -2.4333, 0.4285)
C (-2.4686, -0.1772, -0.1482)
C (-2.9070, -1.4677, -0.0835)
H (1.1905, 0.6982, 0.9448)
H (1.8365, -0.9240, 0.6221)
H (0.9563, -1.6585, 2.8098)
H (-0.2633, -2.7992, 1.4612)
H (-0.8663, 1.2347, -0.0517)
H (-2.2574, -3.4715, 0.2994)
H (-3.0709, 0.6135, -0.5832)
H (-3.9194, -1.8031, -0.2571)
H (0.4832, -0.1526, 3.2677)
H (2.2365, -0.4578, 3.1259)

Atomic partial charges in e from the Löwdin method, atoms 1 to 8: -0.15, -0.16, 0.04, 0.04, 0.07, 0.06, 0.06, 0.06

Most stable pick: c. Distance to second place: 0.148 eV.

a:
Computed, not measured: a 2-piece molecular cluster, C10H16 overall, with ωB97M-V/def2-TZVPD.

For the gap between HOMO and LUMO, the calculation gives 9.831 eV. Its SMILES is CCc1ccccc1.CC. The calculation puts the HOMO energy at -8.8 eV.

CARTESIAN COORDINATES (ANGSTROEM)
C (-2.4272, -1.2253, -2.7105)
C (-1.1459, -2.0539, -2.8525)
H (-2.8295, -1.2491, -1.7041)
H (-2.2223, -0.1932, -2.9686)
H (-3.1269, -1.6641, -3.4211)
H (-0.5158, -1.7241, -3.6780)
H (-1.3419, -3.1179, -2.9544)
H (-0.5005, -1.9750, -1.9773)
C (1.1045, -0.5957, 2.1324)
C (2.1182, -0.4368, 3.2426)
C (0.5799, 0.5174, 1.2679)
C (0.9035, 1.8358, 1.4981)
C (-0.0630, 0.1661, 0.0695)
C (0.5916, 2.8619, 0.6024)
C (-0.4348, 1.1867, -0.7952)
C (-0.0239, 2.4969, -0.5793)
H (1.3893, -1.4488, 1.4934)
H (0.2179, -1.1551, 2.4906)
H (2.9640, 0.1721, 2.9428)
H (1.3153, 2.1327, 2.4491)
H (-0.3525, -0.8653, -0.0813)
H (0.8990, 3.8690, 0.8399)
H (-1.0880, 0.8283, -1.5684)
H (-0.0330, 3.0932, -1.4847)
H (2.4034, -1.4082, 3.6482)
H (1.6188, -0.0477, 4.0986)

Atomic partial charges in e from the Löwdin method, atoms 1 to 8: -0.16, -0.17, 0.06, 0.04, 0.06, 0.07, 0.06, 0.04

b:
Computed, not measured: a 2-piece molecular cluster, C10H16 overall, with ωB97M-V/def2-TZVPD.

For the gap between HOMO and LUMO, the calculation gives 10.001 eV. Its SMILES is Cc1ccccc1.CCC. The calculation puts the HOMO energy at -9.0 eV.

CARTESIAN COORDINATES (ANGSTROEM)
C (-1.3636, 0.9602, 2.2051)
C (-0.6318, -1.2617, 1.3014)
C (-1.4365, -0.1432, 1.1917)
C (-0.7265, -2.3372, 0.4299)
C (-2.4285, -0.1446, 0.2002)
C (-1.6583, -2.3030, -0.6003)
C (-2.5053, -1.2110, -0.6721)
H (0.1954, -1.2975, 2.0019)
H (-0.1253, -3.1865, 0.5409)
H (-2.0932, 1.7332, 1.9747)
H (-0.3916, 1.4569, 2.2858)
H (-3.0305, 0.7477, 0.1067)
H (-1.6318, -3.0019, -1.4246)
H (-3.2471, -1.2016, -1.4572)
H (-1.4587, 0.5565, 3.2098)
C (2.3333, 1.5023, -1.1554)
C (1.3411, 0.7858, -2.0588)
C (2.5132, 0.7281, 0.1533)
H (3.2427, 1.5962, -1.7494)
H (1.9767, 2.4906, -0.8755)
H (1.7281, -0.1690, -2.4217)
H (1.2461, 1.2927, -2.9994)
H (1.6417, 0.7407, 0.8021)
H (2.8781, -0.2571, -0.1469)
H (0.3400, 0.7784, -1.6437)
H (3.2925, 1.1449, 0.8017)

Atomic partial charges in e from the Löwdin method, atoms 1 to 8: -0.05, -0.07, -0.29, -0.08, -0.05, -0.09, -0.10, 0.11

Most stable pick: b. Distance to second place: 0.482 eV.

a:
Computed, not measured: a 2-piece molecular cluster, C10H16 overall, with ωB97M-V/def2-TZVPD.

For the gap between HOMO and LUMO, the calculation gives 9.957 eV. Its SMILES is Cc1ccccc1.CCC. The calculation puts the HOMO energy at -8.9 eV.

CARTESIAN COORDINATES (ANGSTROEM)
C (-2.3108, -1.9806, 0.1621)
C (-0.8619, -1.5590, -0.0045)
C (-0.1820, -1.9521, -1.1151)
C (-0.3252, -0.9017, 1.1595)
C (1.1492, -1.6692, -1.2138)
C (1.1172, -0.6773, 0.9789)
C (1.8569, -1.0148, -0.1761)
H (-2.9611, -1.1186, -0.1572)
H (-2.3464, -2.3466, 1.1562)
H (-0.7168, -2.4418, -1.9045)
H (-0.8428, -0.6842, 2.0658)
H (1.6397, -1.9042, -2.1955)
H (1.7380, -0.3519, 1.7515)
H (2.8821, -0.7601, -0.2323)
H (-2.4085, -2.8442, -0.4633)
C (-0.2767, 2.2429, 0.1574)
C (1.1330, 2.4795, 0.6243)
C (-0.8751, 3.4217, -0.6314)
H (-0.3621, 1.2079, -0.4633)
H (-0.9444, 2.0672, 1.1509)
H (1.7330, 1.6200, 0.7975)
H (1.1720, 2.9433, 1.5721)
H (-0.8800, 4.4276, -0.2060)
H (-0.1197, 3.5985, -1.4884)
H (1.7314, 3.1194, -0.0964)
H (-1.8632, 3.1309, -0.9348)

Atomic partial charges in e from the Löwdin method, atoms 1 to 8: -0.05, -0.31, -0.10, 0.00, -0.09, -0.10, -0.08, 0.11

b:
Computed, not measured: a 2-piece molecular cluster, C10H16 overall, with ωB97M-V/def2-TZVPD.

For the gap between HOMO and LUMO, the calculation gives 9.913 eV. Its SMILES is Cc1ccccc1.CCC. The calculation puts the HOMO energy at -8.9 eV.

CARTESIAN COORDINATES (ANGSTROEM)
C (-0.5670, 1.9228, 2.6446)
C (-2.0906, -0.0415, -0.2376)
C (-1.6770, 1.0176, 0.5761)
C (-1.8019, -1.3426, 0.0920)
C (-1.1089, 0.7782, 1.8160)
C (-1.0721, -1.5544, 1.2696)
C (-0.7682, -0.5439, 2.1557)
H (-2.6938, 0.2209, -1.0972)
H (-2.0211, 2.0259, 0.3737)
H (-2.2996, -2.2262, -0.2784)
H (-0.6160, -2.5193, 1.4929)
H (-1.3569, 2.2510, 3.3278)
H (-0.2895, 2.7950, 2.0601)
H (-0.2536, -0.7346, 3.0851)
H (0.2812, 1.6008, 3.2391)
C (2.0379, -0.4742, -2.3233)
C (2.1709, 0.7734, -1.4439)
C (0.8318, -1.3529, -1.9320)
H (1.9924, -0.1637, -3.3691)
H (2.9675, -1.0450, -2.2442)
H (1.2587, 1.3557, -1.3264)
H (0.3487, -1.0027, -1.0288)
H (0.0653, -1.3102, -2.7021)
H (2.9032, 1.4626, -1.8737)
H (2.5699, 0.4761, -0.4685)
H (1.1886, -2.3691, -1.8075)

Atomic partial charges in e from the Löwdin method, atoms 1 to 8: -0.05, -0.10, -0.06, -0.12, -0.27, -0.10, -0.05, 0.10

Most stable pick: b. Distance to second place: 1.150 eV.

a:
Computed, not measured: a 2-piece molecular cluster, C10H16 overall, with ωB97M-V/def2-TZVPD.

For the gap between HOMO and LUMO, the calculation gives 9.979 eV. Its SMILES is Cc1ccccc1.CCC. The calculation puts the HOMO energy at -9.0 eV.

CARTESIAN COORDINATES (ANGSTROEM)
C (0.8617, 2.3386, -0.6907)
C (1.4041, 3.8200, -0.6736)
C (-0.0489, 2.0649, -1.8762)
H (1.7254, 1.6978, -0.5638)
H (0.2404, 2.3697, 0.2142)
H (0.6321, 4.5645, -0.5193)
H (-0.6858, 1.2158, -1.6329)
H (-0.8085, 2.8151, -2.0897)
H (2.0201, 3.9477, -1.5633)
H (2.0277, 3.8218, 0.2244)
H (0.5477, 2.0198, -2.7877)
C (1.8831, -0.9508, 1.2623)
C (-1.0787, -1.6837, -0.9656)
C (0.0930, -1.1905, -0.4576)
C (-2.1326, -1.8838, -0.0378)
C (0.4347, -1.2027, 0.8916)
C (-1.8428, -1.8170, 1.3051)
C (-0.5732, -1.5102, 1.8056)
H (-1.4154, -1.7796, -1.9885)
H (0.7631, -0.7361, -1.1887)
H (-3.1131, -2.1224, -0.4262)
H (-2.5819, -2.0001, 2.0818)
H (2.4134, -1.8855, 1.0931)
H (1.9822, -0.7706, 2.3369)
H (-0.3894, -1.4520, 2.8687)
H (2.1780, -0.0297, 0.7676)

Atomic partial charges in e from the Löwdin method, atoms 1 to 8: -0.31, -0.12, -0.13, 0.08, 0.10, 0.06, 0.05, 0.07

b:
Computed, not measured: a 2-piece molecular cluster, C10H16 overall, with ωB97M-V/def2-TZVPD.

For the gap between HOMO and LUMO, the calculation gives 10.060 eV. Its SMILES is Cc1ccccc1.CCC. The calculation puts the HOMO energy at -9.0 eV.

CARTESIAN COORDINATES (ANGSTROEM)
C (1.7277, -2.0429, 0.0172)
C (0.8565, -0.1300, 1.3698)
C (1.6073, -0.5741, 0.2822)
C (0.4973, 1.2045, 1.5152)
C (2.0190, 0.3713, -0.6564)
C (0.8481, 2.1043, 0.5110)
C (1.5817, 1.6836, -0.5916)
H (0.5691, -0.7943, 2.1701)
H (0.0265, 1.5199, 2.4315)
H (1.7361, -2.6033, 0.9483)
H (2.5975, -2.3731, -0.5473)
H (2.6823, 0.0049, -1.4246)
H (0.4779, 3.1166, 0.5425)
H (1.7849, 2.4384, -1.3405)
H (0.7857, -2.3450, -0.4476)
C (-2.0274, -0.5463, -0.9199)
C (-3.3255, 0.2321, -1.2635)
C (-2.2672, -1.4335, 0.3169)
H (-1.7366, -1.2239, -1.7115)
H (-1.2326, 0.1832, -0.7749)
H (-3.1052, 1.2924, -1.3498)
H (-4.1163, 0.0978, -0.5383)
H (-2.2793, -0.8836, 1.2504)
H (-3.1679, -2.0347, 0.1861)
H (-3.6673, -0.0544, -2.2615)
H (-1.4506, -2.1711, 0.3931)

Atomic partial charges in e from the Löwdin method, atoms 1 to 8: -0.05, -0.08, -0.29, -0.09, -0.05, -0.10, -0.09, 0.11

Most stable pick: b. Distance to second place: 0.530 eV.